Here is a molecular structure, C18H42KO9 at a distorted geometry from OMol25. Energies are from ωB97M-V/def2-TZVPD.

Each line ends with the Löwdin charge.
Cartesian coordinates (Å):
K1 -0.822 0.666 0.114  0.874
C1 -1.564 -0.362 -3.331  -0.080
O1 -0.424 -0.277 -2.495  -0.253
C2 0.728 0.108 -3.197  -0.209
C3 1.455 -1.037 -3.916  -0.167
O2 1.762 -1.965 -2.889  -0.137
C4 2.217 -3.233 -3.306  -0.183
C5 3.689 -3.219 -3.615  -0.217
O3 3.953 -2.558 -4.843  -0.186
C6 5.318 -2.246 -4.955  -0.119
H1 -1.301 -0.841 -4.273  0.093
H2 -2.032 0.609 -3.526  0.091
H3 -2.334 -0.941 -2.820  0.097
H4 1.442 0.662 -2.581  0.126
H5 0.495 0.876 -3.955  0.133
H6 2.324 -0.570 -4.386  0.129
H7 0.825 -1.527 -4.660  0.126
H8 1.624 -3.689 -4.101  0.136
H9 2.194 -3.863 -2.409  0.130
H10 4.155 -4.217 -3.655  0.132
H11 4.226 -2.711 -2.799  0.128
H12 5.574 -1.382 -4.333  0.090
H13 5.655 -1.964 -5.954  0.089
H14 5.936 -3.107 -4.682  0.089
C7 -0.868 -3.731 1.116  -0.086
O4 -0.425 -2.391 1.057  -0.182
C8 -0.493 -1.793 2.336  -0.201
C9 -1.874 -1.352 2.831  -0.161
O5 -2.427 -0.510 1.820  -0.259
C10 -3.787 -0.094 2.025  -0.134
C11 -4.364 0.682 0.818  -0.136
O6 -3.329 1.339 0.062  -0.320
C12 -3.771 2.198 -0.962  -0.097
H15 -0.755 -4.220 0.152  0.095
H16 -1.879 -3.797 1.520  0.089
H17 -0.233 -4.332 1.783  0.096
H18 0.162 -0.921 2.352  0.098
H19 -0.086 -2.507 3.062  0.135
H20 -1.846 -0.751 3.747  0.128
H21 -2.549 -2.194 3.030  0.125
H22 -3.797 0.535 2.921  0.128
H23 -4.321 -1.027 2.221  0.131
H24 -5.022 1.510 1.105  0.129
H25 -4.952 0.042 0.154  0.131
H26 -4.099 1.746 -1.898  0.096
H27 -2.870 2.760 -1.247  0.094
H28 -4.423 2.994 -0.596  0.100
C13 2.697 -0.590 0.272  -0.059
O7 1.870 0.222 1.116  -0.286
C14 2.519 1.261 1.839  -0.175
C15 1.694 1.527 3.097  -0.178
O8 0.367 1.849 2.743  -0.173
C16 -0.473 2.351 3.771  -0.166
C17 -1.490 3.269 3.115  -0.193
O9 -0.861 4.495 2.810  -0.180
C18 -1.630 5.642 3.087  -0.101
H29 3.429 -1.108 0.901  0.096
H30 3.277 0.071 -0.378  0.095
H31 2.052 -1.315 -0.210  0.084
H32 2.546 2.108 1.143  0.136
H33 3.553 1.024 2.107  0.134
H34 2.173 2.452 3.456  0.137
H35 1.781 0.756 3.864  0.137
H36 0.110 2.888 4.523  0.136
H37 -0.978 1.534 4.301  0.121
H38 -2.214 3.511 3.907  0.129
H39 -1.999 2.777 2.282  0.118
H40 -1.691 5.833 4.161  0.094
H41 -2.633 5.543 2.658  0.090
H42 -1.188 6.504 2.592  0.091

Output
DFT total energy: -1987.8016 Eh
energy relative to the best compared isomer or geometry (same formula, charge and spin): 0.00 kcal/mol
charge: +1
frontier orbital gap: 9.6 eV


Here is a molecular structure, C7H23MnO7 at a distorted geometry from OMol25. Energies are from ωB97M-V/def2-TZVPD.

Each line ends with the Löwdin spin population.
Cartesian coordinates (Å):
Mn1 -3.792 -19.588 -5.268  4.813
C1 -3.500 -17.190 -8.514  0.002
C2 -3.592 -18.114 -7.329  0.017
O1 -2.539 -18.577 -6.779  0.048
O2 -4.702 -18.465 -6.829  0.067
H1 -4.363 -16.525 -8.469  0.001
H2 -3.632 -17.814 -9.399  0.000
H3 -2.594 -16.598 -8.534  0.001
C3 -5.769 -15.451 -5.696  0.000
O3 -6.741 -14.427 -5.541  0.000
H4 -5.668 -15.656 -6.766  0.000
H5 -4.809 -15.111 -5.292  0.000
H6 -6.089 -16.363 -5.201  0.000
H7 -6.442 -13.645 -6.011  0.000
C4 -6.743 -21.080 -5.462  0.006
O4 -5.365 -20.987 -5.913  0.041
H8 -6.792 -20.677 -4.452  0.001
H9 -7.379 -20.464 -6.095  0.000
H10 -7.040 -22.124 -5.433  0.001
H11 -5.246 -21.506 -6.719  0.002
C5 -6.476 -19.451 -9.499  0.000
O5 -6.975 -18.504 -8.575  0.001
H12 -7.280 -19.782 -10.154  0.000
H13 -5.682 -19.045 -10.131  0.000
H14 -6.108 -20.356 -8.997  0.000
H15 -6.293 -18.396 -7.893  0.000
C6 -0.023 -19.122 -8.960  0.000
O6 0.333 -18.721 -7.634  0.000
H16 -0.474 -20.118 -8.941  0.000
H17 -0.715 -18.396 -9.390  0.000
H18 0.885 -19.185 -9.552  0.000
H19 -0.475 -18.774 -7.111  0.000
C7 -4.363 -19.060 -12.905  0.000
O7 -4.222 -20.389 -12.436  0.000
H20 -4.134 -18.957 -13.966  0.000
H21 -5.413 -18.775 -12.764  0.000
H22 -3.776 -18.348 -12.331  0.000
H23 -4.596 -21.016 -13.057  0.000

Output
DFT total energy: -1957.8625 Eh
energy relative to the best compared isomer or geometry (same formula, charge and spin): 0.00 kcal/mol
charge: +1
frontier orbital gap (spin up / spin down): 6.4 / 6.3 eV
2S+1: 6


Here is a molecular structure, C26H30ClHfN5O4Se at a distorted geometry from OMol25. Energies are from ωB97M-V/def2-TZVPD.

Each line ends with the Löwdin charge.
Cartesian coordinates (Å):
Hf1 -0.625 -0.379 0.148  1.678
N1 -4.669 2.868 -1.146  0.085
C1 -4.948 1.509 -0.552  -0.057
C2 -3.737 0.602 -0.695  -0.159
N2 -2.510 1.185 -0.066  -0.129
C3 -2.246 2.509 -0.708  -0.154
C4 -3.414 3.472 -0.566  -0.062
H1 -5.465 3.491 -0.969  0.205
H2 -4.594 2.803 -2.166  0.198
H3 -5.815 1.090 -1.063  0.160
H4 -5.215 1.684 0.491  0.156
H5 -3.509 0.414 -1.747  0.126
H6 -3.968 -0.354 -0.228  0.125
H7 -2.756 1.371 0.911  0.136
H8 -2.026 2.317 -1.761  0.132
H9 -1.362 2.970 -0.265  0.124
H10 -3.218 4.408 -1.087  0.159
H11 -3.643 3.697 0.477  0.154
C5 3.559 -0.163 4.339  0.002
O1 3.510 -0.021 2.901  -0.082
C6 3.642 -1.139 2.162  -0.227
C7 3.471 -2.438 2.644  0.013
C8 3.703 -3.523 1.814  -0.040
C9 4.099 -3.356 0.489  -0.061
C10 4.281 -2.078 -0.001  -0.007
C11 4.031 -0.986 0.825  -0.150
N3 4.428 0.302 0.334  0.184
C12 3.972 1.500 0.486  0.076
C13 2.717 1.982 1.049  -0.114
C14 2.796 3.199 1.744  0.040
C15 1.702 3.749 2.390  -0.007
C16 0.477 3.098 2.331  -0.013
C17 0.375 1.931 1.584  -0.078
C18 1.467 1.372 0.933  -0.299
O2 1.244 0.241 0.183  -0.301
H12 3.637 0.847 4.729  0.105
H13 4.437 -0.740 4.624  0.116
H14 2.649 -0.635 4.706  0.100
H15 3.213 -2.599 3.681  0.123
H16 3.607 -4.522 2.219  0.129
H17 4.312 -4.211 -0.137  0.125
H18 4.643 -1.921 -1.010  0.132
H19 5.315 0.262 -0.165  0.194
H20 4.652 2.269 0.130  0.171
H21 3.751 3.705 1.806  0.146
H22 1.812 4.668 2.947  0.137
H23 -0.376 3.489 2.869  0.132
H24 -0.587 1.393 1.636  0.071
Se1 0.847 0.330 -2.826  1.235
N4 -0.619 -0.487 -1.995  -0.398
C19 -1.275 -1.173 -2.960  -0.337
C20 -2.391 -2.016 -2.783  -0.033
C21 -2.902 -2.646 -3.888  0.019
C22 -2.377 -2.482 -5.209  0.002
C23 -1.303 -1.684 -5.420  0.049
C24 -0.722 -1.020 -4.289  -0.332
N5 0.352 -0.264 -4.391  -0.163
H25 -2.814 -2.205 -1.805  0.102
H26 -3.745 -3.315 -3.760  0.138
H27 -2.841 -3.015 -6.026  0.139
H28 -0.858 -1.539 -6.395  0.146
Cl1 0.382 -3.000 -0.062  0.763
C25 -0.749 -3.524 1.306  -0.235
C26 -1.352 -2.158 1.488  -0.675
O3 -0.674 -1.256 2.081  -0.051
O4 -2.219 -1.747 0.646  -0.095
H29 -0.132 -3.859 2.134  0.117
H30 -1.427 -4.271 0.907  0.118

Output
DFT total energy: -4491.7995 Eh
energy relative to the best compared isomer or geometry (same formula, charge and spin): 17.85 kcal/mol
charge: +4
frontier orbital gap: 5.8 eV


Here is CH5N5 in the gas phase at a distorted geometry from OMol25. Energies are from ωB97M-V/def2-TZVPD.

Each line ends with the Löwdin charge.
Cartesian coordinates (Å):
N1 -0.746 -0.012 0.778  -0.006
C1 0.190 -0.227 -0.201  -0.524
N2 0.051 -1.618 -0.575  0.071
N3 -1.177 1.145 1.340  -0.107
N4 -0.623 2.211 1.160  0.046
N5 0.976 0.665 -0.625  0.121
H1 -1.288 -0.901 0.883  0.148
H2 0.914 -2.123 -0.393  0.084
H3 -0.136 -1.706 -1.570  0.084
H4 0.179 2.215 0.509  0.026
H5 1.660 0.350 -1.305  0.056

Output
DFT total energy: -314.8142 Eh
energy relative to the best compared isomer or geometry (same formula, charge and spin): 0.00 kcal/mol
charge: 0
frontier orbital gap: 9.6 eV


Here is 2 unconnected molecules or ions with the total composition C11H15N at a distorted geometry from OMol25. Energies are from ωB97M-V/def2-TZVPD.

Each line ends with the Löwdin charge.
Cartesian coordinates (Å):
C1 -2.614 1.855 -0.683  -0.195
C2 -1.455 2.556 -1.220  -0.204
H1 -2.325 1.019 0.007  0.075
H2 -3.148 2.448 0.091  0.080
H3 -3.078 1.351 -1.483  0.050
H4 -0.537 1.959 -1.323  0.054
H5 -1.479 3.045 -2.198  0.062
H6 -1.385 3.488 -0.580  0.083
C3 2.461 1.106 1.299  -0.040
C4 0.890 -0.637 0.248  -0.143
C5 1.566 -0.104 1.314  -0.294
C6 0.051 -1.794 0.709  -0.188
C7 1.303 -0.844 2.425  0.018
C8 1.081 -0.500 -1.111  -0.007
C9 0.418 -1.450 -1.935  -0.079
C10 -0.475 -2.340 -1.409  -0.146
C11 -0.674 -2.659 -0.077  -0.035
N1 0.301 -1.901 2.072  0.096
H7 1.630 0.195 -1.433  0.031
H8 0.513 -1.298 -2.995  0.095
H9 -1.104 -2.864 -2.107  0.094
H10 3.419 0.862 1.960  0.120
H11 1.959 1.990 1.895  0.111
H12 1.682 -0.908 3.403  0.095
H13 -0.191 -2.460 2.629  0.075
H14 -1.376 -3.559 0.200  0.149
H15 2.567 1.445 0.304  0.041

Output
DFT total energy: -482.8072 Eh
energy relative to the best compared isomer or geometry (same formula, charge and spin): 67.77 kcal/mol
charge: 0
frontier orbital gap: 8.8 eV


Here is 9 unconnected molecules or ions with the total composition C49H110F24N5OP4 at a distorted geometry from OMol25. Energies are from ωB97M-V/def2-TZVPD.

Each line ends with the Löwdin spin population.
Cartesian coordinates (Å):
C1 10.392 -12.060 -12.803  0.000
N1 10.902 -11.882 -14.326  0.000
C2 10.741 -13.199 -15.113  0.000
C3 9.979 -10.847 -15.055  0.000
C4 12.371 -11.357 -14.307  0.000
C5 13.015 -10.844 -15.608  0.000
O1 13.461 -11.923 -16.449  0.000
H1 11.054 -12.835 -12.417  0.000
H2 9.317 -12.228 -12.875  0.000
H3 10.533 -11.066 -12.379  0.000
H4 11.358 -13.970 -14.652  0.000
H5 11.148 -13.074 -16.117  0.000
H6 9.668 -13.362 -15.211  0.000
H7 10.201 -9.863 -14.644  0.000
H8 8.974 -11.258 -14.955  0.000
H9 10.360 -10.788 -16.075  0.000
H10 12.896 -12.068 -13.670  0.000
H11 12.356 -10.480 -13.661  0.000
H12 13.991 -10.443 -15.335  0.000
H13 12.460 -9.971 -15.950  0.000
H14 13.479 -11.672 -17.376  0.000
C6 18.162 -2.917 -14.993  0.000
C7 18.239 -3.653 -13.609  0.000
C8 18.803 -5.076 -13.618  0.000
C9 18.543 -5.839 -12.325  0.000
N2 19.070 -7.266 -12.440  0.000
C10 19.109 -7.936 -11.057  0.000
C11 20.084 -9.141 -11.175  0.000
C12 21.049 -8.692 -12.254  0.000
C13 20.477 -7.443 -12.909  0.000
C14 18.103 -8.065 -13.399  0.000
C15 16.662 -8.170 -12.930  0.000
C16 15.859 -9.230 -13.650  0.000
H15 19.109 -3.025 -15.521  0.000
H16 17.911 -1.860 -14.906  0.000
H17 17.396 -3.424 -15.581  0.000
H18 17.192 -3.660 -13.307  0.000
H19 18.644 -2.957 -12.874  0.000
H20 19.763 -5.175 -14.124  0.000
H21 18.172 -5.540 -14.376  0.000
H22 17.517 -5.928 -11.970  0.000
H23 19.102 -5.373 -11.514  0.000
H24 18.132 -8.088 -10.597  0.000
H25 19.576 -7.239 -10.361  0.000
H26 19.454 -10.006 -11.385  0.000
H27 20.382 -9.275 -10.135  0.000
H28 21.062 -9.496 -12.990  0.000
H29 22.094 -8.595 -11.960  0.000
H30 20.425 -7.564 -13.991  0.000
H31 21.114 -6.623 -12.576  0.000
H32 18.546 -9.055 -13.506  0.000
H33 18.092 -7.667 -14.414  0.000
H34 16.221 -7.175 -12.976  0.000
H35 16.602 -8.569 -11.918  0.000
H36 16.309 -10.065 -14.188  0.000
H37 15.267 -8.637 -14.346  0.000
H38 15.061 -9.661 -13.046  0.000
C17 10.278 -7.207 -17.622  0.000
C18 10.134 -5.893 -16.832  0.000
C19 11.315 -5.565 -15.931  0.000
C20 12.578 -5.222 -16.806  0.000
N3 13.230 -3.952 -16.246  0.000
C21 14.568 -3.766 -17.005  0.000
C22 14.900 -2.251 -17.018  0.000
C23 13.547 -1.524 -16.756  0.000
C24 12.585 -2.639 -16.748  0.000
C25 13.482 -3.854 -14.645  0.000
C26 14.168 -5.042 -14.037  0.000
C27 14.261 -4.975 -12.553  0.000
H39 11.197 -7.286 -18.202  0.000
H40 9.396 -7.388 -18.236  0.000
H41 10.371 -8.041 -16.927  0.000
H42 9.234 -5.959 -16.221  0.000
H43 10.183 -5.133 -17.611  0.000
H44 11.547 -6.425 -15.303  0.000
H45 11.051 -4.753 -15.255  0.000
H46 12.348 -5.009 -17.850  0.000
H47 13.398 -5.935 -16.723  0.000
H48 15.346 -4.402 -16.584  0.000
H49 14.431 -4.116 -18.028  0.000
H50 15.501 -1.975 -16.152  0.000
H51 15.478 -1.996 -17.906  0.000
H52 13.496 -0.976 -15.816  0.000
H53 13.360 -0.787 -17.537  0.000
H54 11.808 -2.510 -15.994  0.000
H55 12.198 -2.932 -17.724  0.000
H56 12.551 -3.628 -14.126  0.000
H57 14.129 -2.984 -14.535  0.000
H58 15.192 -5.198 -14.378  0.000
H59 13.754 -6.016 -14.300  0.000
H60 14.188 -5.940 -12.052  0.000
H61 13.441 -4.370 -12.167  0.000
H62 15.210 -4.473 -12.365  0.000
C28 13.876 -16.702 -13.657  0.000
C29 14.592 -16.168 -14.906  0.000
C30 15.561 -15.047 -14.446  0.000
C31 16.662 -14.732 -15.492  0.000
N4 17.848 -13.805 -15.006  0.000
C32 17.320 -12.329 -14.872  0.000
C33 18.493 -11.399 -15.288  0.000
C34 19.518 -12.304 -15.979  0.000
C35 18.965 -13.723 -16.026  0.000
C36 18.498 -14.191 -13.658  0.000
C37 18.882 -15.718 -13.468  0.000
C38 19.253 -16.096 -12.078  0.000
H63 14.484 -17.202 -12.903  0.000
H64 13.303 -17.538 -14.058  0.000
H65 13.101 -16.000 -13.349  0.000
H66 13.872 -15.747 -15.608  0.000
H67 15.152 -16.928 -15.451  0.000
H68 16.028 -15.646 -13.664  0.000
H69 14.991 -14.236 -13.992  0.000
H70 16.329 -14.197 -16.381  0.000
H71 17.192 -15.646 -15.762  0.000
H72 16.811 -12.175 -13.921  0.000
H73 16.497 -12.225 -15.580  0.000
H74 18.881 -10.902 -14.399  0.000
H75 18.167 -10.594 -15.947  0.000
H76 20.513 -12.152 -15.559  0.000
H77 19.784 -12.019 -16.997  0.000
H78 19.664 -14.558 -16.079  0.000
H79 18.496 -13.876 -16.998  0.000
H80 17.655 -13.890 -13.035  0.000
H81 19.279 -13.457 -13.457  0.000
H82 19.784 -15.900 -14.052  0.000
H83 18.260 -16.484 -13.930  0.000
H84 19.882 -16.985 -12.033  0.000
H85 18.428 -16.140 -11.366  0.000
H86 19.982 -15.463 -11.573  0.000
C39 1.671 -8.899 -19.047  0.000
C40 2.301 -9.011 -17.667  0.000
C41 3.389 -7.948 -17.415  0.000
C42 4.667 -8.627 -18.093  0.000
N5 5.895 -8.849 -17.101  0.000
C43 6.214 -7.512 -16.288  0.000
C44 6.030 -7.804 -14.844  0.000
C45 5.153 -9.016 -14.811  0.000
C46 5.514 -9.865 -15.929  0.000
C47 7.114 -9.407 -17.943  0.000
C48 6.839 -10.575 -18.908  0.000
C49 8.239 -10.983 -19.508  0.000
H87 2.383 -8.783 -19.864  0.000
H88 0.875 -8.157 -19.106  0.000
H89 1.131 -9.835 -19.193  0.000
H90 2.625 -10.023 -17.422  0.000
H91 1.431 -8.831 -17.034  0.000
H92 3.425 -7.676 -16.360  0.000
H93 3.297 -7.050 -18.026  0.000
H94 5.088 -8.013 -18.890  0.000
H95 4.458 -9.611 -18.511  0.000
H96 7.254 -7.202 -16.397  0.000
H97 5.506 -6.729 -16.557  0.000
H98 6.988 -7.978 -14.356  0.000
H99 5.627 -6.977 -14.261  0.000
H100 5.333 -9.684 -13.968  0.000
H101 4.084 -8.826 -14.908  0.000
H102 6.413 -10.407 -15.636  0.000
H103 4.832 -10.654 -16.247  0.000
H104 7.863 -9.679 -17.199  0.000
H105 7.466 -8.529 -18.484  0.000
H106 6.190 -10.535 -19.783  0.000
H107 6.534 -11.409 -18.276  0.000
H108 8.371 -10.258 -20.312  0.000
H109 8.270 -12.033 -19.798  0.000
H110 9.116 -10.828 -18.879  0.000
P1 11.947 -14.560 -10.397  -0.016
F1 12.141 -14.114 -8.828  0.057
F2 10.425 -14.019 -10.130  0.092
F3 12.670 -13.141 -10.804  0.013
F4 11.584 -14.786 -11.923  0.006
F5 13.427 -15.301 -10.349  0.095
F6 11.483 -16.093 -10.065  0.155
P2 9.475 -7.705 -12.498  0.000
F7 8.649 -8.989 -13.132  0.000
F8 9.468 -8.522 -11.027  0.000
F9 10.874 -8.536 -12.888  0.000
F10 10.327 -6.541 -11.758  0.000
F11 9.472 -6.877 -13.960  0.000
F12 8.111 -6.977 -12.005  0.000
P3 12.212 -12.908 -19.406  0.000
F13 11.348 -14.101 -18.802  0.000
F14 13.557 -13.337 -18.576  0.000
F15 12.939 -13.821 -20.513  0.000
F16 12.986 -11.573 -20.042  0.000
F17 10.938 -12.530 -20.383  0.000
F18 11.382 -12.050 -18.238  0.000
P4 6.242 -13.705 -14.460  -0.025
F19 6.859 -13.087 -15.889  0.028
F20 7.633 -14.627 -14.428  0.072
F21 6.937 -12.678 -13.434  0.049
F22 5.678 -14.475 -13.148  0.303
F23 4.862 -12.811 -14.376  0.008
F24 5.525 -14.908 -15.303  0.162

Output
DFT total energy: -6044.0690 Eh
charge: +2
frontier orbital gap (spin up / spin down): 9.2 / 2.0 eV
2S+1: 2